DFT (ωB97M-V/def2-TZVPD) results for a molecular structure, C24H42ClMgN6O4 at a distorted geometry.

Summary:
Largest force on an atom (eV Å⁻¹): 4.73
Total energy (hartree): -2229.1673
ΔE to the lowest compared entry with this formula, charge and spin (kcal per mole): 0.00

Structure (ORCA input):
```
! RIJCOSX wB97M-V def2-TZVPD def2/J DEFGRID3
* xyz 0 2
Mg -3.60130 -1.03362 0.63602
Cl -0.00784 0.35318 0.28712
O -1.26634 -0.27211 -0.02540
O 0.61025 -0.39002 1.30987
O 0.82104 0.32445 -0.90580
O -0.34172 1.70767 0.62974
C -0.95582 -5.14038 4.15344
C -0.50207 -3.76008 4.69487
C -0.27645 -2.65847 3.63255
C -1.36348 -2.46875 2.65865
N -2.27937 -2.31405 1.92293
H -1.88283 -4.97476 3.60451
H -1.12220 -5.82306 4.98672
H -0.28329 -5.54326 3.39615
H 0.38546 -3.85404 5.32062
H -1.27827 -3.46147 5.39946
H 0.54483 -2.96682 2.98562
H -0.07795 -1.66871 4.04373
C -3.07052 1.33140 -5.10113
C -1.59347 1.54118 -4.76815
C -1.13693 0.81715 -3.47856
C -1.31079 -0.64740 -3.55262
N -1.41564 -1.79700 -3.61772
H -3.30265 1.76242 -6.07500
H -3.76845 1.70503 -4.35187
H -3.22931 0.25335 -5.12740
H -1.35363 2.59506 -4.62699
H -1.07012 1.13727 -5.63479
H -1.78948 1.05074 -2.63731
H -0.10524 1.03369 -3.20141
C 1.12147 -5.68894 -2.29215
C 0.26843 -4.34916 -2.43755
C 0.45031 -3.40164 -1.26629
C 0.30195 -4.02453 0.06344
N 0.22333 -4.53309 1.10861
H 1.05163 -6.34534 -3.15954
H 0.86598 -6.32618 -1.44554
H 2.16807 -5.38724 -2.25082
H -0.79687 -4.51915 -2.59361
H 0.60328 -3.89731 -3.37125
H -0.31457 -2.62774 -1.33065
H 1.42918 -2.92219 -1.27282
C 4.89496 -0.08755 -2.54498
C 3.88395 -1.18212 -2.37221
C 2.63908 -0.90169 -3.20998
C 2.86453 -1.03072 -4.62177
N 3.03795 -1.15650 -5.75197
H 4.35848 0.83117 -2.30777
H 5.27331 -0.06330 -3.56692
H 5.66433 -0.18185 -1.77864
H 3.56453 -1.23918 -1.33163
H 4.30144 -2.16881 -2.57284
H 2.20921 0.09881 -3.16193
H 1.88789 -1.66120 -2.99327
C -0.86208 1.87871 4.17639
C -1.98448 2.88873 3.79328
C -3.42185 2.31004 3.79726
C -3.61562 1.20106 2.88559
N -3.71759 0.30221 2.13233
H -0.61848 1.07526 3.48125
H -1.00703 1.40719 5.14838
H 0.09161 2.39528 4.28474
H -1.74677 3.38634 2.85308
H -1.95494 3.62712 4.59453
H -4.12749 3.06548 3.45159
H -3.68142 1.92555 4.78361
C -0.31951 6.55873 1.51895
C 0.43249 5.57135 0.58347
C 1.74565 5.09173 1.16254
C 2.62797 6.18421 1.62273
N 3.35107 7.01469 1.96366
H -0.46159 6.08568 2.49062
H -1.28213 6.87016 1.11340
H 0.22790 7.48722 1.68130
H 0.65834 5.97702 -0.40270
H -0.10086 4.63509 0.41898
H 2.25312 4.56048 0.35734
H 1.58560 4.42780 2.01206
*
```

DFT (ωB97M-V/def2-TZVPD) results for 7 unconnected molecules or ions with the total composition C24H42ClN6O4 at a distorted geometry.

Summary:
Largest force on an atom (eV Å⁻¹): 2.33
Total energy (hartree): -2029.1650
ΔE to the lowest compared entry with this formula, charge and spin (kcal per mole): 7.19

Structure (ORCA input):
```
! RIJCOSX wB97M-V def2-TZVPD def2/J DEFGRID3
* xyz -1 1
Cl -1.45533 -0.25231 0.81396
O -2.76935 0.15501 0.38623
O -0.55238 0.84508 0.61476
O -1.37525 -0.68984 2.18248
O -1.05639 -1.37578 -0.02378
C 2.78837 0.84404 5.00820
C 2.90521 -0.57876 4.44146
C 1.57667 -1.05871 3.83024
C 0.45639 -1.15305 4.76265
N -0.41376 -1.18445 5.50453
H 1.81050 1.05673 5.43554
H 3.04571 1.49312 4.17051
H 3.49670 1.03266 5.81694
H 3.21578 -1.30294 5.19658
H 3.60352 -0.65330 3.60761
H 1.78300 -1.99431 3.30673
H 1.19769 -0.38857 3.04857
C 4.93705 -1.78407 -0.06239
C 3.55463 -2.44755 0.13807
C 2.42595 -1.37569 0.23841
C 2.77171 -0.04845 0.69746
N 2.97893 1.00736 1.09585
H 5.66689 -2.56827 -0.24650
H 5.22389 -1.26799 0.85454
H 4.82236 -1.01668 -0.82556
H 3.49328 -2.92096 1.11960
H 3.33673 -3.16264 -0.64797
H 1.52799 -1.79584 0.69912
H 1.98977 -1.21643 -0.75940
C -1.82744 -1.49500 -5.67227
C -2.44042 -2.08862 -4.39729
C -2.07828 -1.13072 -3.24945
C -2.38283 0.25586 -3.51755
N -2.45851 1.37106 -3.76184
H -2.25067 -0.52453 -5.92225
H -2.03363 -2.19689 -6.48180
H -0.76485 -1.33320 -5.48176
H -1.97209 -3.05102 -4.19339
H -3.51843 -2.21057 -4.50583
H -1.01865 -1.18125 -2.98318
H -2.59110 -1.28979 -2.29557
C 1.45750 1.57045 -2.85032
C 1.14209 2.78592 -1.96300
C -0.10188 3.57862 -2.30227
C -0.25686 3.96121 -3.71673
N -0.36159 4.22180 -4.82715
H 0.65784 0.84333 -2.67350
H 2.38872 1.07235 -2.57589
H 1.51098 1.79556 -3.91487
H 2.03637 3.41401 -1.98948
H 1.02075 2.48483 -0.92276
H -0.15813 4.48376 -1.70065
H -0.98565 2.94468 -2.16068
C -2.78055 -4.41489 -1.56079
C -3.91410 -3.90864 -0.64908
C -4.70674 -2.67242 -1.11534
C -5.45481 -2.90478 -2.34973
N -6.09018 -3.12221 -3.28497
H -2.24090 -5.20546 -1.03872
H -2.15336 -3.53748 -1.71705
H -3.04036 -4.88405 -2.51086
H -3.44383 -3.64797 0.30028
H -4.64688 -4.67459 -0.38073
H -4.01861 -1.84386 -1.27271
H -5.50735 -2.30890 -0.46691
C -0.55406 4.71954 4.22808
C 0.67409 3.86589 4.00371
C 0.78968 3.19858 2.62612
C 0.81550 4.21248 1.57769
N 0.86161 4.98134 0.73038
H -1.53290 4.23591 4.13466
H -0.60108 5.44552 3.40851
H -0.60079 5.22909 5.18913
H 0.86915 3.12962 4.78568
H 1.55111 4.51843 4.08488
H 0.00372 2.46997 2.40939
H 1.72214 2.63963 2.52339
*
```